A 2-piece molecular cluster, C6H12NO2S overall, computed with ωB97M-V with the def2-TZVPD basis set.

- Kohn-Sham gap: 10.09 eV
- Energy relative to the best compared isomer or geometry (same formula, charge and spin): 0.00 kcal/mol
- E: -838.9857 Eh
- LUMO energy: -4.031 eV
- E_HOMO: -0.5191 Ha

```
! wB97M-V def2-TZVPD RIJCOSX def2/J DEFGRID3
* xyz 1 1
C -2.38851 -0.50809 -1.22094
N 1.01806 -2.42367 0.08639
H 0.34263 -2.47029 0.84393
H 2.40449 1.61429 -1.68738
S 2.16164 -0.61464 -1.46079
H 1.24319 -3.25359 -0.48063
H 3.63086 1.20717 -0.45379
O -1.56725 -1.02803 -0.46658
H 1.81808 1.91186 1.00150
H 0.35425 -0.08250 1.49672
H -4.09731 1.37116 0.88508
H -3.01381 -0.03567 1.25379
H 2.15652 -0.25623 1.72949
H -2.63452 -0.69278 -2.26188
C -3.16841 0.79240 0.62195
H 0.52066 1.58515 -0.27704
C 1.36093 -1.15553 -0.03821
C 2.59098 1.04835 -0.74539
C 1.34963 -0.08100 1.01910
H -2.25112 1.50745 0.69520
C 1.45787 1.21605 0.24574
O -3.28886 0.34815 -0.78624
*
```

Here are the Mulliken charges for atoms 1 to 6, given in e: 0.23 -0.30 0.27 0.37 -0.07 0.24